# 1
Density functional theory data (the ωB97M-V functional and the def2-TZVPD basis) for C8H13N3O2 in the gas phase.

```
26
Properties=species:S:1:pos:R:3:lowdin_charge:R:1
C -0.537 -1.140 2.890 -0.01
C 0.085 -0.695 1.606 -0.21
C -0.057 0.582 1.154 -0.19
C -0.648 1.595 2.053 -0.04
N 0.643 1.158 0.045 -0.14
O 1.178 2.345 0.239 -0.09
C 0.728 0.496 -1.091 -0.19
C 1.741 0.849 -2.079 -0.01
C 0.021 -0.799 -1.123 -0.23
C -0.121 -1.353 -2.494 -0.06
N 0.757 -1.856 -0.291 -0.28
O 1.365 -2.692 -0.912 0.04
N 0.683 -1.774 0.914 0.16
H -1.584 -0.893 3.011 0.09
H 0.006 -0.789 3.663 0.05
H -0.483 -2.192 2.764 0.07
H -1.753 1.380 2.187 0.11
H -0.718 2.534 1.422 0.11
H -0.179 1.684 2.981 0.07
H 1.333 1.222 -3.045 0.11
H 2.498 0.134 -2.118 0.08
H 2.300 1.748 -1.717 0.10
H -1.041 -0.726 -0.700 0.18
H -0.523 -2.312 -2.538 0.07
H 0.870 -1.409 -3.043 0.11
H -0.643 -0.637 -3.138 0.10
```

Energy ... -17066.2730 eV
HOMO-LUMO gap ... 0.3207 hartree
LUMO ... -0.0237 eV
Highest occupied orbital energy ... -0.322 Ha
Strongest force on any atom ... 4.57 eV/Å
Energy above the lowest of the compared OMol25 structures with the same formula, charge and spin ... 125.8 kcal/mol



# 2
Density functional theory data (the ωB97M-V functional and the def2-TZVPD basis) for 6 unconnected molecules or ions with the total composition C18H42Cl3N3O14.

```
80
Properties=species:S:1:pos:R:3:lowdin_charge:R:1
N 0.445 -0.459 0.539 0.30
H -0.502 -0.379 0.169 0.09
H 0.494 -0.129 1.514 0.09
H 1.159 0.083 0.053 0.08
H 0.765 -1.437 0.545 0.08
Cl -1.091 -4.237 0.841 0.64
O -2.324 -4.832 0.358 -0.40
O -0.758 -3.093 -0.007 -0.41
O -1.275 -3.803 2.196 -0.35
O -0.019 -5.192 0.743 -0.36
Cl 2.015 2.104 3.265 0.65
O 1.677 1.689 1.910 -0.40
O 2.206 3.543 3.250 -0.39
O 0.923 1.776 4.159 -0.37
O 3.210 1.437 3.690 -0.34
Cl 2.423 -2.396 2.818 0.65
O 3.514 -2.122 3.720 -0.37
O 1.267 -1.632 3.264 -0.38
O 2.790 -1.946 1.476 -0.40
O 2.093 -3.792 2.822 -0.35
C -3.658 2.658 0.785 -0.03
C -2.265 2.170 1.278 -0.50
C -1.768 2.994 2.465 -0.13
C -2.468 2.636 3.772 -0.17
C -2.285 1.144 4.042 -0.14
C -2.808 0.269 2.911 -0.51
N -2.238 0.757 1.659 -0.09
O -2.519 -0.126 0.578 -0.02
C -2.288 -1.150 3.153 -0.03
C -4.360 0.222 2.962 -0.03
C -1.284 2.371 0.132 -0.05
H -4.123 3.333 1.504 0.07
H -4.343 1.808 0.699 0.06
H -3.625 3.119 -0.202 0.07
H -0.694 2.850 2.597 0.10
H -1.964 4.046 2.230 0.12
H -3.531 2.898 3.689 0.10
H -2.011 3.231 4.564 0.11
H -2.786 0.879 4.975 0.12
H -1.214 0.951 4.159 0.11
H -1.209 -1.205 3.014 0.07
H -2.435 -1.417 4.205 0.10
H -2.788 -1.878 2.525 0.07
H -4.849 1.053 2.459 0.05
H -4.725 -0.691 2.472 0.08
H -4.678 0.110 3.998 0.08
H -1.196 3.445 -0.080 0.10
H -1.658 1.907 -0.780 0.07
H -0.279 2.067 0.419 0.06
H -3.396 0.134 0.250 0.09
C 1.952 -2.822 -2.026 -0.01
C 2.250 -1.743 -3.094 -0.50
C 1.447 -2.075 -4.347 -0.15
C 1.306 -0.947 -5.335 -0.19
C 0.842 0.336 -4.625 -0.14
C 1.634 0.708 -3.390 -0.52
N 1.841 -0.453 -2.542 -0.09
O 2.589 -0.150 -1.390 -0.02
C 2.947 1.446 -3.790 -0.03
C 0.832 1.733 -2.597 -0.04
C 3.757 -1.845 -3.423 -0.03
H 2.013 -3.811 -2.490 0.09
H 2.695 -2.812 -1.230 0.08
H 0.955 -2.677 -1.616 0.07
H 1.926 -2.933 -4.826 0.12
H 0.433 -2.401 -4.096 0.13
H 2.219 -0.715 -5.895 0.10
H 0.535 -1.166 -6.078 0.11
H -0.220 0.205 -4.399 0.12
H 0.904 1.159 -5.342 0.11
H 3.488 1.821 -2.925 0.08
H 2.673 2.253 -4.472 0.08
H 3.616 0.807 -4.374 0.06
H 1.340 2.002 -1.670 0.09
H -0.142 1.337 -2.301 0.07
H 0.633 2.628 -3.191 0.09
H 4.406 -1.601 -2.580 0.08
H 3.985 -2.855 -3.768 0.08
H 4.085 -1.197 -4.247 0.06
H 3.493 -0.005 -1.702 0.09
```

Energy ... -90028.9375 eV
HOMO-LUMO gap ... 0.2682 hartree
LUMO ... 3.8220 eV
Highest occupied orbital energy ... -0.128 Ha
Strongest force on any atom ... 1.33 eV/Å
Energy above the lowest of the compared OMol25 structures with the same formula, charge and spin ... 0.0 kcal/mol
Total charge ... -2



# 3
Density functional theory data (the ωB97M-V functional and the def2-TZVPD basis) for 2 unconnected molecules or ions with the total composition CH4ClN3S.

```
10
Properties=species:S:1:pos:R:3:lowdin_charge:R:1
N 0.103 -1.001 0.029 -0.04
N 1.111 -0.205 0.456 -0.16
C 1.797 0.434 -0.378 -0.72
Cl 2.924 1.516 0.229 0.66
H 0.310 -1.926 0.452 0.10
H 0.078 -1.219 -1.019 0.11
H 1.635 0.333 -1.480 0.10
N -2.724 0.394 0.943 -0.47
S -3.446 1.400 -0.001 0.56
H -1.789 0.276 0.769 -0.14
```

Energy ... -28926.3372 eV
HOMO-LUMO gap (alpha / beta) ... 0.2734 / 0.2732 hartree
LUMO (alpha / beta) ... -0.9904 / -0.9892 eV
Highest occupied orbital energy (alpha / beta) ... -0.310 / -0.310 Ha
Strongest force on any atom ... 3.78 eV/Å
Energy above the lowest of the compared OMol25 structures with the same formula, charge and spin ... 36.2 kcal/mol



# 4
Density functional theory data (the ωB97M-V functional and the def2-TZVPD basis) for a molecular structure, C8H21MnNOP2S.

```
35
Properties=species:S:1:pos:R:3:lowdin_spin:R:1
Mn 0.124 0.369 0.881 3.58
H -0.028 -1.770 0.913 0.03
H 0.315 1.931 1.265 0.03
P -0.107 -2.793 -0.073 0.05
P -0.057 2.437 -0.317 0.05
C 1.451 3.477 -0.211 0.01
H 1.289 4.448 -0.698 0.00
H 1.731 3.642 0.836 0.00
H 2.281 2.956 -0.703 0.00
C -0.365 2.606 -2.131 0.01
H -1.316 2.129 -2.394 0.00
H -0.385 3.666 -2.410 0.00
H 0.434 2.099 -2.686 0.00
C -1.547 3.258 0.362 0.01
H -1.587 3.098 1.445 0.00
H -1.525 4.334 0.152 0.00
H -2.450 2.813 -0.072 0.00
C -0.084 -2.139 -1.746 0.01
H -0.106 -2.961 -2.478 0.00
H -0.953 -1.484 -1.906 0.00
H 0.832 -1.550 -1.903 0.00
C 1.305 -3.860 0.184 0.01
H 1.453 -4.023 1.261 0.00
H 1.095 -4.815 -0.313 0.00
H 2.213 -3.408 -0.237 0.00
C -1.640 -3.646 0.275 0.01
H -2.468 -3.186 -0.277 0.00
H -1.532 -4.700 -0.008 0.00
H -1.832 -3.556 1.351 0.00
C 1.838 -0.047 0.637 -0.01
O 2.976 -0.301 0.471 0.01
H -0.095 0.873 -0.639 0.04
S -1.335 -0.046 2.530 0.11
C -0.297 0.054 3.837 0.02
N 0.374 0.097 4.806 0.01
```

Energy ... -72897.3321 eV
HOMO-LUMO gap (alpha / beta) ... 0.2983 / 0.2495 hartree
2S+1 ... 5
LUMO (alpha / beta) ... -2.8855 / -4.2289 eV
Highest occupied orbital energy (alpha / beta) ... -0.404 / -0.405 Ha
Strongest force on any atom ... 6.50 eV/Å
Energy above the lowest of the compared OMol25 structures with the same formula, charge and spin ... 0.0 kcal/mol
Total charge ... +1



# 5
Density functional theory data (the ωB97M-V functional and the def2-TZVPD basis) for a molecular structure, H21O10.

```
31
Properties=species:S:1:pos:R:3:lowdin_charge:R:1
O 0.293 -0.755 0.607 -0.05
H 1.037 -0.049 0.740 0.12
H -1.669 1.561 0.471 0.21
O -1.292 0.881 -0.302 -0.12
H -2.216 0.519 -0.750 0.10
H -1.884 0.114 2.841 0.01
O -1.070 0.010 3.285 -0.06
H 0.791 -1.479 -0.220 0.21
H -1.018 0.003 4.293 0.11
O 0.824 -3.490 -0.456 -0.12
H 1.495 -4.025 0.092 0.10
H 0.275 -4.313 -0.760 0.11
O 0.837 3.884 -0.191 -0.03
H -2.079 -0.575 -2.877 0.06
H 0.891 3.234 -0.842 -0.02
O 3.262 0.521 -0.575 0.11
H 3.957 0.601 -0.926 -0.13
H 0.987 3.375 0.624 0.00
O 0.943 2.187 2.426 -0.17
H 3.095 1.332 -0.125 0.05
H 0.067 1.801 2.864 0.07
O -3.309 -0.454 -0.218 -0.03
H -3.959 -0.744 0.329 0.02
H 1.602 2.404 3.229 0.13
O 1.417 -0.698 -2.153 -0.06
H -0.469 -0.161 -0.203 0.14
O -2.026 -1.436 -2.486 0.02
H -1.218 -1.812 -2.649 0.00
H -2.828 -1.234 -0.667 0.10
H 1.010 -0.171 -2.826 0.04
H 2.253 -1.033 -2.577 0.09
```

Energy ... -20805.4685 eV
HOMO-LUMO gap ... 0.3899 hartree
LUMO ... -3.1280 eV
Highest occupied orbital energy ... -0.505 Ha
Strongest force on any atom ... 17.76 eV/Å
Energy above the lowest of the compared OMol25 structures with the same formula, charge and spin ... 123.6 kcal/mol
Total charge ... +1